(1)
Molecular formula: C3H5N3O
Method: DFT, ωB97M-V/def2-TZVPD

XYZ file:
```
12
C3H5N3O, DFT ωB97M-V/def2-TZVPD
C -1.22 0.67 0.11
C -1.10 -0.30 -0.86
C 0.18 -0.75 -0.76
H 0.73 0.88 2.46
H 1.08 2.07 1.52
H -1.94 1.41 0.35
H -1.92 -0.56 -1.53
H 1.63 -1.89 -1.30
N 0.27 1.56 1.80
N -0.02 0.79 0.68
N 0.86 -0.18 0.26
O 0.68 -1.85 -1.45
```

Computed properties:
Max |F|, hartree/bohr: 0.0558
E, eV: -9708.2054
Spin multiplicity: 1
SMILES string: Nn1ccc(O)n1

---

(2)
Molecular formula: C3H5N3O
Method: DFT, ωB97M-V/def2-TZVPD

XYZ file:
```
12
C3H5N3O, DFT ωB97M-V/def2-TZVPD
C -0.82 -1.89 -0.81
C 0.84 1.11 0.48
C -0.22 1.71 -0.56
H -1.12 -2.76 0.24
H -1.15 -2.31 -1.71
H 0.68 -0.97 0.85
H 1.71 0.58 2.15
H -1.31 0.99 -0.33
N -0.36 -0.65 -0.94
N 0.42 -0.25 0.22
N 1.41 1.54 1.58
O -0.08 2.88 -1.17
```

Computed properties:
Max |F|, hartree/bohr: 0.1651
E, eV: -9703.0459
Spin multiplicity: 1

---

(3)
Molecular formula: C3H5N3O
Method: DFT, ωB97M-V/def2-TZVPD

XYZ file:
```
12
C3H5N3O, DFT ωB97M-V/def2-TZVPD
N 0.01 -1.38 -1.81
C 0.04 -0.40 -0.79
C -0.26 0.94 -0.86
N -0.18 1.38 0.46
C 0.17 0.31 1.21
O 0.33 0.43 2.54
N 0.32 -0.78 0.52
H 0.77 -2.03 -1.63
H -0.84 -1.93 -1.67
H -0.51 1.62 -1.66
H -0.42 2.28 0.83
H 0.57 -0.45 2.84
```

Computed properties:
Max |F|, hartree/bohr: 0.0084
E, eV: -9710.0025
Spin multiplicity: 1
SMILES string: Nc1c[nH]c(O)n1

---

(4)
Molecular formula: C3H5N3O
Method: DFT, ωB97M-V/def2-TZVPD

XYZ file:
```
12
C3H5N3O, DFT ωB97M-V/def2-TZVPD
C -1.25 0.88 -0.65
C -0.34 -0.25 -0.76
C 0.63 -0.49 0.36
H -1.90 0.92 -1.66
H -2.01 0.88 0.19
H -0.98 2.03 -0.69
H 0.44 -0.30 -1.65
H -1.02 -1.08 -0.76
N 0.48 -0.86 1.68
N 1.44 -0.90 2.29
N 2.00 -0.25 0.28
O 2.50 -0.59 1.36
```

Computed properties:
Max |F|, hartree/bohr: 0.1750
E, eV: -9705.5320
Spin multiplicity: 1
SMILES string: CCc1nnon1

---

| no. | frontier orbital gap (eV) |
| --- | --- |
| 1 | 10.009 |
| 2 | 8.909 |
| 3 | 9.023 |
| 4 | 11.192 |